Formula: C59H70N11O13
Source: the Open Molecules 2025 dataset
Level of theory: wB97M-V/def2-TZVPD

```
153
Properties=species:S:1:pos:R:3:forces:R:3:mulliken_charge:R:1
H -2.696817 1.589583 1.575265 -0.21 -0.17 -0.34 0.54
C -6.177710 -2.408297 4.955777 -0.97 -0.93 -0.86 0.47
C -6.688677 -2.453099 3.642740 0.34 0.44 0.55 0.29
O -6.344375 -2.761036 -1.768985 0.36 -0.58 -0.46 -0.77
C 2.188128 -3.893761 -2.929501 2.21 -0.78 -0.95 -0.43
H -2.271582 -3.782547 -5.466328 -0.05 0.21 0.19 0.25
C -0.890752 -4.677764 -2.180905 -0.10 -1.06 0.41 0.30
C -8.319283 -4.105105 4.215016 -0.49 -0.45 0.37 -0.46
C 0.990117 3.544906 -4.208237 1.64 -1.08 1.47 -1.22
C -5.152176 -2.526779 -1.602136 -1.04 1.52 1.02 0.37
H 1.919695 6.292526 -0.522545 0.03 0.49 -0.68 0.43
C -3.384495 0.196685 4.528000 0.50 0.34 1.10 -0.83
C -7.945710 -4.015818 5.580182 0.74 1.71 -0.91 -0.59
O -0.594628 0.875402 7.564680 0.50 0.57 0.39 -0.65
H 3.059589 2.385566 -5.332272 0.32 0.23 0.03 0.43
O -0.505913 -5.606650 -2.892824 -0.14 -0.31 -0.19 -0.82
H -0.642178 0.900359 -2.125957 0.24 -0.35 -0.05 0.53
N 3.084947 4.282413 -3.167731 -0.19 0.71 -0.90 0.09
C 2.991736 2.045924 -4.295624 -0.02 0.11 -0.95 -1.89
H -1.255406 0.218730 0.177361 -0.49 -0.05 0.36 -0.42
H -3.759202 1.814117 -6.818889 0.17 0.85 -1.03 0.25
H 2.916412 7.713133 -2.858919 -0.74 -0.35 -0.11 0.38
C 0.345871 1.480727 7.080209 -0.70 -0.23 0.84 0.06
N -0.470731 -3.408848 2.647352 4.16 -1.52 0.88 -0.35
C -6.132567 -1.551643 2.583036 -0.52 0.97 -2.43 0.82
H 3.022635 -0.563139 -2.905201 -0.24 0.02 -0.43 0.64
C 0.856787 -0.349653 3.817552 1.64 -0.16 -0.33 -0.12
N -3.420834 2.590685 -6.266211 -1.28 -1.77 -0.52 -0.41
O -1.755703 -1.793719 -0.287492 -0.28 0.77 -0.47 0.38
C -7.754520 -3.297901 3.255703 2.03 0.19 0.50 -0.62
O -4.780144 -1.423347 6.500177 1.03 0.87 0.46 -0.64
H 3.617975 -5.479848 -2.873884 0.41 -0.09 0.76 0.38
C -4.339662 0.201325 1.957983 0.87 0.22 -0.88 -0.77
C 2.293741 3.192451 5.751278 2.02 0.02 -0.40 0.36
N -1.291725 -4.843957 -0.903546 0.19 -0.31 0.25 -0.25
N -2.463318 -2.818901 2.418187 -2.60 0.26 0.06 -0.28
C -3.629574 2.230152 -4.983280 -0.04 0.55 0.10 0.65
H 4.165366 6.915150 -2.060936 -0.37 -0.60 0.73 0.40
H 1.437000 6.353279 -4.326223 0.20 0.32 0.13 0.43
O 5.475537 -0.073259 -3.287443 0.21 -0.35 0.16 -0.63
H -1.976033 1.730548 3.890534 0.13 -0.23 0.27 0.52
C -1.650151 -3.496560 3.266484 -2.57 1.48 0.05 0.46
N -4.347400 -3.056083 -0.675936 0.36 -1.34 0.38 -0.02
H -0.216627 4.626168 -2.640049 0.15 -1.33 0.11 0.34
C 2.039465 5.374654 -1.102513 0.43 -0.44 0.77 -1.92
C 3.151759 -1.632770 -2.982489 0.68 -1.02 -0.19 0.10
C 0.271528 4.695564 -3.617397 -0.30 1.78 1.14 -0.56
H -0.795976 -3.119460 -6.142561 -0.25 -0.87 -0.18 0.25
H -1.223107 -2.690355 -1.949726 -0.34 0.11 -0.12 -0.23
H 2.134607 0.285705 2.205970 0.19 -0.26 0.06 0.52
H 0.591449 -1.121386 0.594461 0.27 -0.47 -0.05 -0.20
H -1.522301 -0.538062 -2.803324 0.78 -0.42 0.05 -0.12
H -3.599030 -2.101227 -4.632600 -0.18 0.32 0.24 0.19
C 1.791633 0.477243 3.214503 0.16 0.79 -0.58 -0.93
C 1.935602 2.278782 -2.141472 -1.10 0.35 0.94 -1.18
N -0.935694 -3.417511 -2.610244 -0.05 1.04 -0.91 0.57
O -4.313460 1.274804 -4.618760 0.52 0.12 -0.56 -0.71
C 2.471768 5.508509 -2.598400 -1.29 0.93 0.91 1.81
N -3.004792 -1.370171 -4.985413 -0.94 0.69 0.34 -0.09
H -0.045496 -0.760985 5.679220 -0.45 0.10 -0.13 0.44
H 3.463152 4.926054 9.837135 0.13 -0.15 0.12 0.39
H 0.320989 2.683372 -4.211293 0.14 -0.13 -0.86 0.44
C 1.202357 2.468110 7.868889 -0.03 0.46 -0.40 0.38
H -1.278245 -5.787708 -0.560624 -0.05 0.23 0.31 0.22
H -1.085229 -3.381169 -3.610963 0.19 0.64 0.28 -0.01
C -5.066188 -1.445532 5.335862 -1.34 -1.12 -1.17 0.33
C 2.262762 1.613073 3.865254 -0.87 0.70 -0.33 -0.73
N -2.980084 3.029855 -4.110034 -0.23 -0.32 1.37 -0.46
H -4.672438 -3.852297 -0.155813 0.24 0.05 -0.02 0.19
H -8.615191 -4.223746 6.403118 0.10 -1.11 -0.14 0.34
C -1.999319 -1.691860 -5.790061 0.16 0.98 -0.42 0.59
C -1.108177 -0.587346 -0.551944 2.31 -1.32 -0.78 0.77
C 2.878227 4.201736 9.286169 0.42 -0.07 -0.26 -0.38
H -3.317367 -2.420958 2.765520 -0.12 -0.40 0.14 -0.10
H 1.452089 3.861541 -5.144053 -0.69 -0.29 -0.47 0.53
H 8.356460 -4.747734 -1.594309 -0.14 -0.02 0.08 0.44
H -4.594613 0.248885 0.907314 -0.49 -0.42 0.05 0.30
C 2.106833 -2.546652 -3.136252 -1.23 2.24 1.65 -0.81
C 9.279590 -1.517871 -2.093747 0.19 -0.11 0.05 -0.41
C 4.438121 -2.145764 -2.852991 -0.20 -0.13 0.28 -0.20
H -0.605954 4.925167 -4.230107 0.29 0.50 -0.41 0.31
C 4.588566 -3.528588 -2.665458 -1.15 -1.50 -0.36 0.77
C 1.698389 2.025943 5.065872 -0.76 -0.77 0.15 0.19
H -9.048978 -4.855636 3.939317 -0.33 0.23 -0.07 0.38
H 3.724321 4.742620 7.387112 0.13 -0.17 -0.09 0.41
C 7.015972 -3.197285 -2.266282 1.27 0.45 0.21 0.22
C 5.604996 -1.231166 -2.929828 0.27 0.22 0.34 0.60
C 0.727792 1.204082 5.699784 2.18 0.31 -1.53 0.78
H 4.940422 3.864003 -3.032041 -0.04 0.05 -0.09 0.37
H -2.333981 3.692389 -4.497674 0.44 -0.22 0.37 0.25
H -4.999780 -0.795598 -2.743066 -0.35 -0.32 0.05 0.12
N -1.760917 -3.014238 -5.861526 1.86 -0.95 -0.85 -0.49
O 4.250256 4.051626 -2.388122 -0.15 -0.52 0.21 -0.51
C -3.207921 0.961445 2.291418 -0.48 0.35 1.73 -0.34
C 2.275482 3.046752 -3.419635 -0.46 0.67 0.96 2.07
H 1.040425 0.042648 -0.593927 -0.09 0.14 -0.17 0.39
H -7.843069 -3.296459 2.176849 -0.91 -0.37 0.03 0.55
H 2.958541 2.316917 3.428618 0.24 -0.32 -0.20 0.48
O -6.614711 -1.513768 1.444516 0.46 -0.39 1.73 -0.72
H 1.117059 -2.102022 -3.097184 -0.05 -0.15 -0.71 0.74
H -1.603220 -4.034229 -0.387236 -0.04 -0.16 0.26 0.21
C 1.088274 2.599922 9.255692 0.43 -1.60 0.40 -0.75
C 3.047593 4.095051 7.924067 -1.19 0.34 -0.33 -0.68
H -3.391941 -2.701060 -0.658276 0.05 -0.17 0.65 -0.03
C -4.999858 -0.613708 2.875399 0.77 -0.24 2.21 0.38
C 3.496546 -4.416757 -2.728699 -1.43 1.16 -1.06 -1.48
C 1.195737 5.929442 -3.349473 -1.23 -1.98 -1.67 -1.59
H -0.372263 -3.081882 1.701061 -0.31 0.15 0.00 0.10
C 0.452918 -0.014674 5.071246 -1.34 -0.16 2.03 -0.04
C 0.435973 -0.860552 -0.456492 -0.26 0.72 0.87 -0.14
H -2.136777 -2.392099 1.568066 0.21 0.37 -0.56 0.22
C 3.373200 6.725294 -2.794161 2.45 0.50 0.23 -1.96
H 0.580349 1.935885 9.944450 -0.96 -0.17 -0.83 0.36
H 10.241092 -3.279532 -1.378754 0.34 0.06 -0.45 0.33
H 0.521725 6.574491 -2.788056 0.76 0.62 0.17 0.43
H 4.050054 6.641292 -3.649486 -0.65 -0.30 -0.58 0.47
C 9.353475 -2.874332 -1.849719 0.09 -0.65 1.48 -0.51
C -2.772933 1.044021 3.643440 -0.74 -0.45 -2.67 -0.86
H 1.096624 4.844131 -0.965718 -0.04 0.00 -0.29 0.34
H 1.585506 2.948214 -1.355562 0.10 0.00 0.00 0.13
C 6.940748 -1.802847 -2.536255 -0.01 0.01 -0.40 0.38
H -3.344767 -0.422483 -5.068178 -0.41 -0.07 0.36 0.04
H 1.905143 3.585090 11.001668 -0.30 -0.64 0.14 0.34
H -2.720892 2.411378 -3.349370 0.40 0.91 0.49 0.25
H -3.559303 -1.209356 -1.985744 -0.02 -0.40 0.39 0.10
H -3.030853 3.454587 -6.584286 0.11 -0.21 -0.18 0.17
C 1.961006 3.388252 9.938399 0.69 2.21 0.44 -0.39
C 8.077317 -0.941664 -2.462832 -0.61 -1.19 0.48 -0.51
C -6.828598 -3.251383 5.909777 -0.16 1.01 -0.30 -0.75
O -2.044902 -3.944475 4.350044 1.59 0.11 -0.97 -0.73
H 2.716521 1.672389 -1.682088 0.39 0.19 -0.41 0.37
H 7.998970 0.129563 -2.571607 -0.31 -0.03 -0.25 0.44
N -4.518464 -1.462591 -2.162333 0.33 1.39 -1.82 -0.18
H -2.912104 0.216556 5.503744 -0.66 -0.46 0.40 0.59
H 2.756110 4.829665 -0.484086 0.25 -0.19 -0.38 0.41
H 2.353763 1.162691 -4.367536 0.09 -0.13 0.19 0.38
O -1.309167 -0.868587 -6.400133 -0.22 -0.40 0.38 -0.72
O 3.151084 3.891126 5.223858 -0.86 -0.09 -0.43 -0.67
H -6.572004 -3.179892 6.957641 0.28 0.15 -0.03 0.42
C 5.869302 -4.171820 -2.378148 0.74 0.80 0.50 0.46
H 0.395618 -3.672754 3.094951 -0.35 -0.40 -0.03 0.23
H 0.835439 -1.620019 -1.128105 -0.38 -0.14 0.18 -0.72
H -2.304784 0.593553 -1.861579 -0.18 0.16 0.09 0.44
H 1.086266 1.607134 -2.286848 0.23 -0.05 -0.37 -0.08
C -1.333162 0.081582 -1.924176 -2.03 0.56 0.17 -1.43
C -4.479181 -0.603792 4.204664 0.08 -0.14 0.41 0.64
H 3.970810 1.737967 -3.933131 -0.06 0.04 0.10 0.38
C 8.253202 -3.699622 -1.836816 -0.53 0.10 -1.07 -0.73
C 2.154492 3.285946 7.201838 -0.79 -0.76 1.37 0.52
H 1.323959 -4.513843 -3.126290 0.09 -0.22 0.37 0.63
H 0.720326 -1.349186 3.431176 -0.61 0.14 -0.17 0.16
O 6.011859 -5.355781 -2.131007 0.06 0.57 -0.32 -0.66
H 10.207937 -1.004573 -1.880535 -0.23 0.65 -0.36 0.35
```
Positions in Å, forces in eV/Å.

Orbital gap   6.32 eV
E   -3870.84755 hartree
Total charge   -1
Max |F|   4.5 eV/A
HOMO   -6.0 eV